{"formula": "CH4OS", "method": "ωB97M-V/def2-TZVPD", "species": ["S", "H", "H", "O", "C", "H", "H"], "positions_angstrom": [[-1.247664, 1.456226, -0.786318], [-1.113619, 2.641630, -0.154256], [-0.264057, 1.759117, -1.695906], [1.577177, -1.872922, 0.086879], [0.630639, -1.504365, 0.685426], [0.614378, -1.426040, 1.784349], [-0.196853, -1.053647, 0.079826]], "forces_ev_per_angstrom": [[0.4423, -0.0466, -0.5035], [0.1037, -0.1472, 0.0789], [-0.4579, -0.1492, 0.4448], [0.1269, -0.3645, -0.0346], [0.7091, 0.6413, -0.1785], [-0.2845, -0.2341, 0.1645], [-0.6396, 0.3003, 0.0285]], "e_lumo_ev": [-5.17, -10.29], "charge": 1, "multiplicity": 2, "e_above_lowest_kcal_mol": 0.00, "homo_lumo_gap_ev": [11.34, 4.21]}



{"formula": "CH4P2", "method": "ωB97M-V/def2-TZVPD", "species": ["C", "P", "P", "H", "H", "H", "H"], "positions_angstrom": [[-0.409013, -0.298708, -0.078415], [-0.005176, 0.525648, 1.432170], [-1.084218, 0.710919, -1.278498], [-0.712693, -1.410967, 0.202121], [1.389023, 0.249013, 1.669957], [-2.032930, -0.129065, -1.873554], [0.152073, 1.811151, 0.944632]], "forces_ev_per_angstrom": [[-2.1353, -1.6893, -0.0798], [0.9182, -0.1593, 1.1141], [0.7689, -0.4350, 0.9701], [0.6516, 2.2179, -1.2773], [-0.3949, 0.0479, -0.2328], [-0.0079, -0.6223, -0.3150], [0.1995, 0.6401, -0.1793]], "e_lumo_ev": -0.40, "charge": 0, "e_above_lowest_kcal_mol": 20.02, "homo_lumo_gap_ev": 8.37}



{"formula": "CH4Se", "method": "ωB97M-V/def2-TZVPD", "species": ["C", "Se", "H", "H", "H", "H"], "positions_angstrom": [[-0.720965, 0.272960, 0.597339], [1.847198, -0.015254, -1.376372], [-0.996491, 0.529947, -0.328389], [-0.774069, -0.728176, 0.779402], [-0.603891, 1.134921, 1.339187], [1.248217, -1.194398, -1.011167]], "forces_ev_per_angstrom": [[2.6430, 3.1131, 1.8949], [-0.4996, 2.4520, 0.8037], [-1.3432, 1.1585, -3.3196], [0.0773, -2.4193, 1.1591], [0.0211, -1.8506, -0.9972], [-0.8985, -2.4537, 0.4591]], "e_lumo_ev": [-2.49, -2.49], "charge": 0, "e_above_lowest_kcal_mol": 83.34, "homo_lumo_gap_ev": [6.08, 6.08]}



{"formula": "CH52ClO28", "method": "ωB97M-V/def2-TZVPD", "species": ["O", "C", "O", "Cl", "O", "H", "H", "O", "H", "H", "O", "H", "H", "O", "H", "H", "O", "H", "H", "O", "H", "H", "O", "H", "H", "O", "H", "H", "O", "H", "H", "O", "H", "H", "O", "H", "H", "O", "H", "H", "O", "H", "H", "O", "H", "H", "O", "H", "H", "O", "H", "H", "O", "H", "H", "O", "H", "H", "O", "H", "H", "O", "H", "H", "O", "H", "H", "O", "H", "H", "O", "H", "H", "O", "H", "H", "O", "H", "H", "O", "H", "H"], "positions_angstrom": [[0.875200, 0.513453, -0.184689], [-0.290299, -0.051010, -0.316381], [-1.455781, 0.683749, -0.205152], [-0.327296, -1.876506, -0.663217], [0.101591, 1.190348, 2.732160], [0.937890, 0.809258, 3.029389], [0.214713, 1.286966, 1.772793], [-2.664721, -3.771220, -0.931518], [-3.468426, -3.435586, -0.518685], [-2.893038, -4.673494, -1.183386], [-1.174496, 3.766976, -1.134009], [-1.547166, 3.075203, -0.565790], [-1.760837, 4.521802, -0.998199], [3.031910, 2.493253, 1.473668], [2.475589, 1.950228, 0.887547], [3.290404, 3.243541, 0.914563], [2.336891, -2.401358, 0.459655], [3.078302, -2.837808, 0.897923], [2.696719, -1.548029, 0.184904], [1.749192, 3.214263, -2.510697], [0.831637, 3.261645, -2.206377], [1.709255, 3.534263, -3.421542], [3.774836, -0.277219, 2.445970], [4.648312, -0.221308, 2.039974], [3.437851, 0.623212, 2.401901], [4.282178, 5.026808, 2.870339], [3.477703, 5.360114, 3.285878], [4.058326, 4.120350, 2.624524], [-3.918905, -0.375228, 1.441252], [-3.042563, -0.307497, 1.030821], [-4.260829, 0.524949, 1.406461], [-1.417251, 4.353642, -4.377126], [-1.183138, 4.025145, -3.499262], [-2.068185, 3.717402, -4.698344], [3.169215, -5.185016, 0.714539], [2.363063, -4.848336, 1.127136], [2.941705, -6.087707, 0.459667], [0.477904, -4.865280, -1.714481], [-0.329702, -4.527153, -1.301462], [0.249645, -5.769718, -1.966637], [-0.559501, 3.669801, 1.646441], [0.002447, 3.891471, 0.892451], [-0.088730, 2.945897, 2.082330], [-3.787640, 4.452476, -0.350847], [-3.549005, 4.120933, 0.525758], [-4.439543, 3.817390, -0.671423], [-1.312368, -0.356853, 4.937278], [-1.863288, -0.896708, 4.355286], [-1.049587, 0.391574, 4.382055], [2.502854, -6.744449, -2.176157], [3.377051, -6.691255, -2.581838], [2.170851, -5.834987, -2.216257], [-1.583189, 3.970841, -7.663513], [-1.328367, 4.382993, -6.825260], [-2.542685, 4.088317, -7.698942], [-4.658553, -5.401113, -0.365531], [-4.420566, -5.747247, 0.504998], [-5.325841, -6.019423, -0.687760], [1.039114, 4.095124, -6.283368], [0.505964, 3.538031, -6.866322], [1.295634, 4.839376, -6.841131], [-5.728933, -4.861195, 2.416424], [-6.524597, -4.405878, 2.115671], [-5.060003, -4.164719, 2.449104], [3.490884, -9.503358, -1.500192], [4.365204, -9.452404, -1.904300], [3.159326, -8.594693, -1.541606], [-3.168084, 0.142493, 7.204523], [-2.605342, 0.360667, 6.447206], [-2.704352, -0.584696, 7.635651], [4.597388, 3.508208, -0.506921], [5.437803, 3.133068, -0.216590], [4.702568, 3.610891, -1.460854], [0.739440, -2.519231, 5.152463], [1.611262, -2.465897, 4.741850], [0.404265, -1.611678, 5.110302], [-4.292344, 4.457696, -6.758477], [-4.492195, 5.221149, -6.202240], [-4.819003, 3.744754, -6.375999], [3.854306, 1.970037, 4.692175], [4.479926, 1.250948, 4.842570], [3.783297, 2.020727, 3.730435]], "forces_ev_per_angstrom": [[-3.5082, -2.6188, -0.2004], [-0.7731, 5.6396, 0.9239], [4.5108, -4.3395, -0.4373], [-0.3978, 2.0783, 0.2301], [0.3143, 0.0376, 0.2828], [-0.0892, 0.0377, -0.0694], [-0.2133, -0.6954, -0.3580], [0.4222, -0.1820, -0.2026], [0.1518, -0.0337, -0.0941], [-0.3153, 0.2281, 0.1208], [0.2235, 0.1853, -0.3722], [0.3014, -0.2967, -0.1507], [-0.0387, -0.1848, -0.0452], [-0.3301, -0.1190, 0.2127], [0.0279, 0.0631, -0.0395], [0.0764, -0.3095, -0.2121], [0.5645, -0.1691, 0.1797], [-0.0134, 0.1100, -0.1475], [-0.3943, 0.0690, 0.1050], [-0.0637, 0.2332, -0.2575], [0.0693, -0.1033, 0.2118], [-0.0319, -0.0808, 0.0735], [0.3075, -0.1616, 0.1568], [-0.1741, 0.0109, 0.0003], [-0.0200, 0.0924, -0.3123], [-0.1064, -0.0206, -0.0331], [0.1152, -0.0940, -0.0489], [-0.0215, 0.1286, 0.1444], [-0.1091, -0.0173, 0.1371], [0.1721, 0.1824, -0.2860], [0.1447, -0.1488, -0.0081], [-0.3321, -0.0839, -0.1279], [-0.0137, 0.0027, 0.1725], [0.1157, 0.0365, 0.1030], [-0.0643, -0.2856, 0.2794], [0.0175, 0.0535, -0.2527], [0.0429, 0.1652, -0.0910], [-0.2446, -0.5117, -0.0932], [0.1539, 0.3055, -0.0162], [-0.1445, 0.1271, 0.0590], [0.2408, 0.2323, -0.0646], [-0.2529, 0.0015, -0.0604], [-0.2238, 0.2428, 0.3336], [-0.3471, -0.0761, 0.2905], [0.0767, 0.0926, -0.0656], [0.1678, 0.0757, -0.0451], [-0.0446, 0.1443, 0.0188], [0.0893, 0.0550, 0.0185], [0.0531, -0.0348, -0.2418], [0.3794, -0.0425, -0.2335], [-0.1597, 0.0746, -0.0082], [0.0104, 0.0943, 0.3579], [0.0664, 0.1053, 0.0671], [-0.0502, -0.0087, -0.0117], [0.1193, -0.0216, 0.1180], [-0.2668, -0.6284, -0.0603], [-0.1773, 0.1827, 0.0204], [0.0545, 0.1398, 0.0536], [0.1324, 0.0537, -0.2603], [0.0778, 0.0052, 0.0930], [-0.0308, -0.1213, 0.0932], [0.0267, 0.1329, 0.0386], [0.1461, -0.0715, -0.0018], [-0.0920, -0.0484, 0.0350], [0.2409, 0.1687, -0.0992], [-0.1294, -0.0915, 0.1000], [-0.2121, -0.1024, 0.0358], [0.0086, 0.0348, 0.1357], [0.0287, -0.2495, 0.0020], [-0.0342, 0.1228, -0.1372], [0.5460, 0.0679, -0.2495], [-0.1635, 0.0545, 0.0533], [-0.3524, 0.0080, 0.1059], [0.3209, 0.1646, -0.0277], [-0.1474, -0.0734, 0.0067], [-0.2723, -0.1203, 0.0157], [-0.3412, -0.0030, 0.2427], [0.1575, -0.0438, -0.1069], [0.1186, 0.0311, -0.1180], [0.1317, -0.0598, -0.0736], [-0.1682, 0.0443, -0.0422], [-0.0601, 0.1367, 0.1342]], "e_lumo_ev": 1.77, "charge": -1, "homo_lumo_gap_ev": 7.99}



{"formula": "CH5BS", "method": "ωB97M-V/def2-TZVPD", "species": ["B", "C", "S", "H", "H", "H", "H", "H"], "positions_angstrom": [[-0.619435, 0.808311, 0.296649], [-0.043597, -0.717104, 0.229979], [1.588869, 0.054941, 0.066587], [-1.192240, 1.447606, -0.571345], [-0.397160, 1.164306, 1.374055], [-0.439707, -1.519637, -0.436320], [0.060533, -1.119201, 1.277133], [1.588336, 0.377765, -1.197723]], "forces_ev_per_angstrom": [[0.5744, -1.6809, -0.4753], [-1.5066, 0.2690, 1.0358], [0.1728, -0.1738, 0.3082], [0.6040, -0.4943, 0.3579], [-0.3577, 0.8974, 0.7312], [0.9711, 0.7924, 0.1783], [-0.3682, 0.2247, -1.0877], [-0.0899, 0.1657, -1.0484]], "e_lumo_ev": 0.66, "charge": 0, "e_above_lowest_kcal_mol": 31.84, "homo_lumo_gap_ev": 10.22}



{"formula": "CH5BrN", "method": "ωB97M-V/def2-TZVPD", "species": ["C", "N", "Br", "H", "H", "H", "H", "H"], "positions_angstrom": [[0.758870, -0.615690, 1.750499], [-0.729518, 0.541392, -1.626363], [0.468962, 1.174594, 1.584498], [0.322052, -1.363931, 1.074227], [1.318902, -0.991836, 2.559524], [-1.633266, 0.688140, -2.122006], [0.121418, 0.900662, -2.152202], [-0.627420, -0.333331, -1.068178]], "forces_ev_per_angstrom": [[-1.2889, 2.1330, -1.0833], [0.6777, 0.5651, -0.0624], [0.3887, -2.6191, 0.1489], [0.0048, 0.6441, -0.0636], [0.8729, -0.0954, 1.0512], [1.3749, -0.5592, 0.6366], [-1.8222, -1.1979, 0.9485], [-0.2077, 1.1293, -1.5757]], "e_lumo_ev": [-8.61, -8.60], "charge": 1, "e_above_lowest_kcal_mol": 69.35, "homo_lumo_gap_ev": [4.64, 4.64]}



{"formula": "CH5BrN2", "method": "ωB97M-V/def2-TZVPD", "species": ["C", "N", "N", "Br", "H", "H", "H", "H", "H"], "positions_angstrom": [[-0.836123, -0.414669, 0.362891], [0.901528, 1.041174, -0.533215], [0.525482, -0.477758, 0.062161], [0.866444, -1.770407, -1.151708], [-1.162959, -1.401655, 0.740750], [-1.057947, 0.133919, 1.295674], [-1.396322, -0.003211, -0.410381], [0.321096, 1.619253, 0.079373], [1.838800, 1.273353, -0.445544]], "forces_ev_per_angstrom": [[-1.1776, -0.9237, 2.8302], [-4.1201, -3.1380, 0.0227], [3.0623, 3.9781, 0.6096], [0.3774, -0.6253, -1.2843], [-0.0165, 0.1329, -0.9975], [0.6403, 0.5691, -0.3757], [-1.4947, 0.3632, -1.5202], [0.4969, -0.1680, -0.0949], [2.2320, -0.1882, 0.8103]], "e_lumo_ev": 0.78, "charge": 0, "e_above_lowest_kcal_mol": 28.05, "homo_lumo_gap_ev": 9.54}



{"formula": "CH5BrN2P", "method": "ωB97M-V/def2-TZVPD", "species": ["C", "N", "N", "P", "Br", "H", "H", "H", "H", "H"], "positions_angstrom": [[-0.061778, 0.194604, 0.001745], [-1.174934, 0.425779, -0.648250], [0.355357, 1.042579, 0.962994], [1.277772, -0.918287, -0.588829], [1.646211, -2.106136, 1.267878], [-1.855297, 1.073253, -0.387388], [-1.471648, -0.111824, -1.427053], [-0.131336, 1.887659, 1.037045], [1.088691, 0.980966, 1.737029], [0.326963, -2.468593, -1.955170]], "forces_ev_per_angstrom": [[0.8907, 0.7380, 1.2126], [0.9594, -0.8120, -0.1209], [0.6931, -0.9954, 0.7840], [-0.2087, -2.8127, -1.5995], [-0.3103, 0.5122, -0.6137], [-0.9462, 1.5419, 0.8418], [0.2039, -0.8574, -0.6390], [-1.0344, 1.4095, 0.2586], [-1.1467, -0.8197, -2.0560], [0.8994, 2.0959, 1.9322]], "e_lumo_ev": [-5.27, -5.59], "charge": 1, "e_above_lowest_kcal_mol": 59.69, "homo_lumo_gap_ev": [8.23, 8.16]}



{"formula": "CH5ClN3O", "method": "ωB97M-V/def2-TZVPD", "species": ["C", "N", "N", "N", "O", "Cl", "H", "H", "H", "H", "H"], "positions_angstrom": [[0.487454, 0.098553, -0.031507], [1.470614, 0.886439, -0.492874], [0.516807, -0.177336, 1.261865], [-0.429941, -0.431813, -0.817006], [-2.799049, -0.886070, 0.225345], [-3.628012, -1.431015, -0.918172], [1.966932, 1.358487, 0.285911], [1.481579, 1.322682, -1.443126], [1.352105, 0.155360, 1.867361], [0.034677, -0.865216, 1.869686], [-0.453167, -0.030070, -1.807484]], "forces_ev_per_angstrom": [[-0.6458, -0.1634, -1.0908], [0.8761, 1.4080, 0.2856], [2.2748, 0.0454, 4.3280], [-1.0136, -0.2266, -1.4418], [1.0418, 0.4006, -0.2969], [-0.0847, -0.1143, -0.1191], [-0.0439, -0.2082, -1.4731], [-0.1933, -0.7136, 1.5730], [-1.8850, -0.4685, -1.8643], [-0.2600, 0.5390, -1.8233], [-0.0664, -0.4984, 1.9227]], "e_lumo_ev": [-8.61, -8.74], "charge": 1, "e_above_lowest_kcal_mol": 69.65, "homo_lumo_gap_ev": [5.24, 4.88]}



{"formula": "CH5ClNOPS", "method": "ωB97M-V/def2-TZVPD", "species": ["C", "N", "O", "P", "S", "Cl", "H", "H", "H", "H", "H"], "positions_angstrom": [[-0.162358, 1.558394, -0.072612], [-0.430894, 0.403741, 0.741928], [-0.049084, -1.966593, 1.677701], [0.588218, -0.866496, 0.974063], [2.421324, -0.706705, 0.397870], [-0.332892, -1.534925, -2.221510], [-0.237513, 2.477798, 0.509844], [0.849566, 1.466392, -0.464524], [-0.861976, 1.609997, -0.910491], [-1.374222, 0.267791, 1.079872], [-0.410169, -2.709393, -1.712140]], "forces_ev_per_angstrom": [[0.1039, 0.4235, -0.3391], [0.4967, -1.0615, 0.3604], [-0.4443, -0.4379, 0.2282], [0.8664, 0.9995, -0.4816], [-1.1291, 0.1075, 0.2554], [-0.0518, -0.0765, -0.0064], [0.0319, -0.0251, -0.0115], [-0.0497, 0.1203, -0.0148], [0.0657, -0.0092, 0.0311], [0.1043, -0.0719, -0.0105], [0.0060, 0.0312, -0.0112]], "e_lumo_ev": 0.43, "charge": 0, "e_above_lowest_kcal_mol": 12.15, "homo_lumo_gap_ev": 10.19}



{"formula": "CH5IN", "method": "ωB97M-V/def2-TZVPD", "species": ["C", "N", "I", "H", "H", "H", "H", "H"], "positions_angstrom": [[1.040494, -0.128832, -0.643572], [0.103569, 0.164333, 0.446647], [1.810636, -2.071560, -0.229053], [0.470580, -0.070836, -1.490928], [1.777792, 0.642824, -0.702031], [-0.348828, 1.102440, 0.201342], [-0.697297, -0.502348, 0.402814], [0.444387, 0.138395, 1.430064]], "forces_ev_per_angstrom": [[1.4995, -0.9954, 1.8988], [-2.5578, 1.5192, 0.2679], [0.1010, 0.3159, -0.3765], [-1.2500, -0.3740, -2.3654], [0.7036, 0.2010, 0.2613], [0.7037, -1.1164, 1.0023], [0.6631, 0.2486, 0.1526], [0.1369, 0.2011, -0.8410]], "e_lumo_ev": -4.36, "charge": 1, "e_above_lowest_kcal_mol": 0.00, "homo_lumo_gap_ev": 10.06}



{"formula": "CH5IN2", "method": "ωB97M-V/def2-TZVPD", "species": ["C", "N", "N", "I", "H", "H", "H", "H", "H"], "positions_angstrom": [[0.324947, -0.521350, 0.629950], [-0.835574, 0.471469, -1.069655], [-0.643534, -0.637573, -0.358600], [-3.031985, -0.610288, 1.295308], [0.097011, -1.123880, 1.399687], [1.176777, -0.914934, 0.177932], [0.327144, 0.516295, 1.188887], [-1.617641, 0.743594, -1.606804], [-0.402045, 1.296767, -0.829862]], "forces_ev_per_angstrom": [[0.0700, 4.1812, 0.5333], [0.9531, -1.6775, 0.3101], [-3.9240, 1.0231, -1.7349], [0.4675, -0.0669, -0.3128], [-0.9371, -2.5847, 2.5074], [2.3370, 0.0416, -0.4388], [0.6862, -1.4833, -1.5692], [-1.3640, -1.4098, -0.6749], [1.7113, 1.9762, 1.3799]], "e_lumo_ev": [-0.28, -1.97], "charge": 0, "e_above_lowest_kcal_mol": 39.48, "homo_lumo_gap_ev": [8.74, 6.19]}



| no. | E (eV) |
| --- | --- |
| 1 | -13973.36863 |
| 2 | -19676.96041 |
| 3 | -66443.77678 |
| 4 | -71737.03370 |
| 5 | -12628.36517 |
| 6 | -72639.92202 |
| 7 | -74137.74326 |
| 8 | -83420.37803 |
| 9 | -20145.32364 |
| 10 | -37303.74276 |
| 11 | -10701.30253 |
| 12 | -12195.86840 |